Entry from the OMol25 dataset: one molecule with the formula C10H17NSi (ωB97M-V/def2-TZVPD).

Structure (XYZ):
```
29
Properties=species:S:1:pos:R:3:lowdin_charge:R:1
H -1.88136 2.08084 1.00097 0.109
H -0.55602 -3.01574 0.87556 0.019
C 3.66909 -0.35143 0.13270 -0.111
H -0.35431 1.95310 -1.70840 0.038
C 3.15253 0.62601 1.01057 -0.079
H -0.14082 2.53545 0.69596 0.059
H 3.81229 1.27051 1.58357 0.098
C 1.57214 -0.64229 -0.83622 -0.049
H -1.56244 -0.83288 -1.65748 -0.012
C -1.03426 -2.66890 -0.04462 -0.233
H -3.61491 -1.78303 0.98496 0.058
C 0.93926 0.20555 0.08663 -0.342
H 1.35230 1.59940 1.78251 0.133
H -0.72688 3.55833 -1.01262 0.100
C -3.24190 -0.72089 0.74676 -0.180
H 3.25394 -1.68800 -1.35150 0.076
H 1.02699 -1.27246 -1.49831 0.079
N -0.41125 0.31925 0.25327 -0.137
H -3.98726 -0.17247 0.26195 -0.013
Si -1.57059 -0.87174 -0.21470 0.525
H -1.93217 2.42649 -1.48884 0.043
H 4.74666 -0.56766 0.21776 0.108
C -0.97401 2.45994 -1.08565 -0.098
H -0.21605 -2.72104 -0.80249 0.003
H -1.90118 -3.46852 -0.09856 0.072
C 1.78280 0.89217 0.98234 -0.039
C 2.89956 -0.91683 -0.81052 -0.113
H -3.11978 -0.18793 1.63583 -0.012
C -0.98236 1.95478 0.35857 -0.102
```

Properties
Lowest unoccupied orbital energy   0.893 eV
E_HOMO   -7.8 eV
E   -20011.9777 eV
HOMO-LUMO gap   8.70 eV
Net charge   0

Entry from the OMol25 dataset: a 3-piece molecular cluster, C4H8O2 overall (ωB97M-V/def2-TZVPD).

Structure (XYZ):
```
14
Properties=species:S:1:pos:R:3:lowdin_charge:R:1
H 1.93140 -0.79474 0.21117 0.067
C -1.73544 0.66107 -1.77561 0.028
H 1.80844 1.28349 1.66729 0.063
H -2.72654 -1.77503 -0.22053 0.076
H 0.56117 1.94640 0.60354 0.060
O -1.67499 1.78429 -1.92547 0.053
O -1.34125 -1.39315 1.20518 -0.019
H 2.30864 0.65570 -0.73307 0.064
C 1.00080 1.01486 0.97773 -0.169
C -1.66939 -1.77035 0.10937 -0.191
H -0.93509 -2.13642 -0.63464 0.079
H 0.71739 -0.10573 -0.86775 0.020
C 1.52079 0.14809 -0.16476 -0.175
H 0.23405 0.48152 1.54755 0.044
```

Properties
Lowest unoccupied orbital energy   0.721 eV
E_HOMO   -10.2 eV
E   -8371.4003 eV
HOMO-LUMO gap   10.96 eV
Net charge   0

Entry from the OMol25 dataset: a 7-piece molecular cluster, C21H53NO21S6 overall (ωB97M-V/def2-TZVPD).

Structure (XYZ):
```
102
Properties=species:S:1:pos:R:3:lowdin_charge:R:1
H -6.45065 -1.34561 4.49056 0.088
O -9.92863 -1.46233 1.66486 -0.285
C -0.01505 4.47525 4.12875 -0.247
H -3.01503 2.67408 -5.36618 0.073
H -1.52745 1.27757 2.19798 0.081
H -6.46034 0.35790 4.00513 0.076
S 3.21860 -1.18543 2.97156 0.557
S 6.59015 -6.56317 -0.75481 0.560
H -8.80810 -4.73620 2.27684 0.075
H 2.09925 3.82897 -5.48734 0.079
O 5.52347 -6.28286 0.16288 -0.287
H 2.37932 1.23035 -3.68573 0.042
H 7.87910 3.08269 -2.62201 0.082
H 3.67869 -4.83055 3.02048 0.088
H 1.45014 -4.01469 2.15874 0.121
O -1.63888 2.11960 5.60749 -0.275
H -1.13742 1.50360 -6.53128 0.112
C 6.02519 2.22219 -2.01848 -0.243
O 6.17446 -6.04399 -2.19118 -0.265
O -6.19637 1.86784 1.22747 0.079
H -7.97899 -0.46144 4.43292 0.075
N -7.57147 3.38891 -0.02492 0.092
O -0.48468 3.45837 -6.30843 -0.263
H -1.30516 2.58441 -7.91827 0.123
H -6.18849 -1.02149 2.00556 0.110
H 7.22437 -3.63161 -1.20689 0.078
C 2.82643 0.36212 -3.21089 -0.114
O 5.20544 -0.51559 -2.51261 -0.284
C -1.44353 2.50216 -6.84281 -0.239
C -7.01009 -0.58187 3.95033 -0.060
O 4.71073 1.88620 -2.54012 -0.266
H -9.14244 -3.96489 0.68946 0.074
C -4.87700 1.62109 1.32931 -0.571
O -4.17577 2.37083 0.45104 0.061
C 6.75160 -3.64034 -2.18824 -0.061
S -1.63910 2.45403 4.21548 0.565
H -3.54119 2.15567 -6.97483 0.083
S -9.27992 -2.45158 2.47606 0.555
H 1.10227 5.29086 -5.17523 0.077
H -2.44811 0.42762 3.46263 0.066
C -6.33310 3.20246 0.65595 -0.340
C -9.43655 -4.03644 1.73263 -0.125
O 4.97497 0.65373 -4.66506 -0.277
C -5.08853 3.25801 -0.23275 -0.059
H -5.29149 2.87119 -1.24049 0.136
H 7.52180 -3.83016 -2.93639 0.088
H 6.50970 3.54221 -3.64812 0.083
H 7.22235 1.93272 -3.79741 0.074
H 5.14751 -4.65524 -3.22673 0.122
C 1.37264 4.29690 -4.82864 -0.116
H 4.50260 -3.78877 1.85746 0.077
H -8.24889 3.87664 0.54931 0.086
C -1.54605 0.99648 3.24707 -0.115
C 3.58455 -4.34162 2.05083 -0.071
H 6.41932 1.34777 -1.50108 0.113
H 5.63533 -8.60757 -1.39429 0.074
H 0.81659 4.75168 3.48379 0.121
O 2.33771 -2.49227 3.11915 -0.266
H 7.34001 -8.43888 -1.93558 0.075
C 6.63510 -8.28013 -1.12389 -0.123
H -4.62352 4.24854 -0.28860 0.139
H 1.14214 4.07398 5.89783 0.083
H 1.74465 4.33690 -3.80639 0.079
H -3.11327 3.84976 -6.68255 0.086
C 5.66182 -4.67930 -2.26835 -0.234
H -10.48446 -4.31463 1.82233 0.076
H 1.44586 -0.08672 4.03528 0.048
O -7.71533 -2.30076 2.31882 -0.263
H 5.81362 2.99071 -1.27828 0.121
C 2.36851 -3.44779 2.02031 -0.238
C -7.15605 -0.96345 2.49689 -0.244
H -0.65775 0.43844 3.52754 0.053
C -2.86389 2.81805 -6.43482 -0.070
O -2.67469 3.31134 3.71662 -0.280
H 2.28929 -2.88987 1.08655 0.110
H -7.99076 2.49608 -0.27933 0.099
S -0.07612 3.30583 -4.78870 0.563
H 2.53157 0.28495 -2.16750 0.082
H 2.55418 -0.53702 -3.75996 0.084
H 6.31278 -2.65965 -2.37024 0.055
O 4.58301 -1.46504 3.29311 -0.271
H -0.89662 5.03321 3.81192 0.111
H 2.58148 -0.84001 5.20274 0.080
C 0.30974 4.70563 5.58730 -0.071
H -0.54312 4.48641 6.22685 0.073
H 0.59347 5.74969 5.72658 0.081
O -4.38046 0.85118 2.08140 0.151
C 2.48631 -0.27201 4.28142 -0.111
H 3.03333 0.66566 4.35320 0.080
O 0.27134 1.93619 -4.53906 -0.287
C 6.96404 2.72131 -3.09287 -0.072
O 2.91812 -0.56549 1.71337 -0.285
H 3.48672 -5.10795 1.28228 0.067
H 6.97607 -8.77873 -0.21900 0.077
H -6.23884 3.91622 1.49217 0.170
H 4.92183 -4.55357 -1.47822 0.107
H -7.77886 -0.25842 1.94834 0.103
O -1.05891 3.92197 -3.95092 -0.273
O 7.90904 -6.11969 -0.42751 -0.271
O -9.63732 -2.54333 3.85825 -0.276
O -0.22989 3.07361 3.82027 -0.268
S 4.56999 0.50041 -3.30010 0.565
```

Properties
Lowest unoccupied orbital energy   0.333 eV
E_HOMO   -10.6 eV
E   -132133.7556 eV
HOMO-LUMO gap   10.95 eV
Net charge   0